Record 1
ORCA calculation (ωB97M-V/def2-TZVPD) on C3H5NO2 as an isolated structure.

Cartesian coordinates (Å):
C  1.50  -0.95  0.12
C  0.20  -0.36  0.21
O  -0.63  -1.21  0.73
N  -0.24  0.84  -0.24
C  -1.59  1.17  -0.38
O  -1.97  2.27  -0.70
H  0.37  -1.92  0.48
H  1.98  -1.10  1.08
H  2.19  -0.62  -0.66
H  0.44  1.56  -0.48
H  -2.24  0.31  -0.16

- LUMO: 0.47 eV
- Electronic energy: -8774.7638 eV
- HOMO energy: -0.33250 hartree

---

Record 2
ORCA calculation (ωB97M-V/def2-TZVPD) on a 2-piece molecular cluster, C2H2NO4S overall at a distorted geometry.

Cartesian coordinates (Å):
C  -0.22  -0.09  0.04
C  -0.10  1.26  0.20
N  2.25  -0.48  0.16
O  0.07  2.33  0.61
O  -0.51  0.73  -1.06
O  -2.48  0.11  0.89
O  -2.23  -1.63  -0.74
S  -1.73  -1.13  0.59
H  2.41  0.24  -0.52
H  2.54  -1.33  -0.18

- LUMO (spin up / spin down): 2.74 / 2.74 eV
- Electronic energy: -22617.5983 eV
- Charge: -1
- HOMO energy (spin up / spin down): -0.16716 / -0.16702 hartree

---

Record 3
ORCA calculation (ωB97M-V/def2-TZVPD) on C12H28BaF6N4O16S2 as an isolated structure at a distorted geometry.

Cartesian coordinates (Å):
Ba  0.33  -0.93  -0.52
N  1.97  -1.67  -3.99
O  1.76  -1.72  -2.83
O  1.27  -2.29  -4.80
O  2.88  -0.94  -4.36
N  -2.34  -3.18  -2.16
O  -3.34  -3.84  -2.25
O  -1.93  -2.77  -3.25
O  -1.71  -3.10  -1.15
C  -4.53  1.33  0.33
F  -4.73  2.27  -0.57
F  -3.72  1.90  1.25
F  -5.72  0.97  1.01
S  -3.54  -0.16  -0.58
O  -3.90  -0.10  -2.03
O  -2.13  0.11  -0.35
O  -3.92  -1.45  0.03
C  -0.28  -3.05  4.36
F  -0.16  -4.20  5.01
F  -1.22  -2.26  4.92
F  0.83  -2.38  4.47
S  -0.79  -3.32  2.50
O  -0.31  -2.18  1.75
O  -0.05  -4.52  2.10
O  -2.23  -3.51  2.51
C  -1.35  2.30  -4.00
C  -0.35  1.49  -3.18
C  0.15  2.08  -1.83
O  1.35  1.38  -1.43
C  2.50  1.69  -2.25
N  -0.92  0.15  -2.83
H  -0.91  3.30  -4.11
H  -2.37  2.34  -3.64
H  -1.43  1.85  -4.99
H  0.52  1.23  -3.79
H  -0.61  1.93  -1.06
H  0.29  3.16  -1.86
H  2.51  1.19  -3.22
H  3.43  1.46  -1.72
H  2.69  2.76  -2.39
H  -1.37  -0.19  -3.67
H  -1.79  0.24  -2.32
C  0.84  1.21  3.96
C  0.11  1.48  2.65
C  -0.28  2.91  2.42
O  0.85  3.79  2.57
C  0.34  5.09  2.51
N  1.02  1.15  1.51
H  0.14  1.28  4.79
H  1.68  1.88  4.18
H  1.15  0.17  4.06
H  -0.72  0.78  2.52
H  -0.98  3.02  3.25
H  -0.71  2.89  1.42
H  -0.09  5.30  1.53
H  1.09  5.86  2.70
H  -0.42  5.32  3.26
H  1.89  0.88  1.96
H  1.22  2.01  1.02
C  2.74  -3.90  -0.12
C  3.08  -2.77  0.71
O  3.01  -1.58  0.05
O  1.41  -3.78  -0.42
H  3.07  -4.80  0.39
H  3.30  -3.83  -1.05
H  4.09  -2.88  1.11
H  2.47  -2.96  1.59
H  3.78  -1.60  -0.53
H  1.09  -4.28  -1.18

- LUMO: 3.47 eV
- Electronic energy: -90283.9239 eV
- Charge: -2
- HOMO energy: -0.05922 hartree